85
Properties=species:S:1:pos:R:3:forces:R:3 method="wB97M-V/def2-TZVPD" e_lumo_ev="-10.12 / -10.41" total_charge=+3 s_squared=0.7632 multiplicity=2 homo_lumo_gap_ev="4.8 / 4.5"
H -0.4949 3.6276 -2.3160 0.2 0.3 0.3
C -2.2066 -2.8481 0.8488 -0.1 0.4 0.5
N 0.5821 -0.5834 6.0025 0.3 -0.1 -0.1
H 0.4404 0.3766 7.8474 -0.2 -0.5 0.0
H 2.5172 2.6037 1.1668 -0.1 0.2 -0.1
H -1.0288 -2.4991 -2.5900 0.0 -0.3 -0.1
C -2.6729 2.2904 6.6463 -0.3 -0.1 -0.2
C 1.6017 -0.8275 4.0639 -1.4 0.8 -1.0
H 2.8201 0.2605 1.6464 0.1 0.0 0.0
Ce -1.0025 0.7551 0.7343 5.9 -3.6 0.8
C -3.7118 2.2131 -4.8982 0.5 0.3 0.1
C 0.0322 3.9923 -1.4178 -0.3 -0.2 0.1
C 1.8627 3.3591 0.7134 -0.3 -0.2 0.4
P -1.9287 -1.6570 -0.5329 -1.2 -2.0 -0.2
H -1.2432 -3.3185 1.0871 -0.3 0.1 0.0
C 1.6847 -1.0711 5.4138 -0.2 0.0 0.3
H 2.4895 4.1640 0.3033 -0.3 -0.2 0.1
H 1.2159 3.7542 1.5074 0.2 0.1 -0.1
H -4.8411 2.3538 -6.7265 0.4 -0.6 0.2
C 2.7691 -1.7405 6.1772 0.2 0.0 -0.1
H 2.7304 3.3928 -1.9422 -0.2 -0.2 0.1
H -0.4255 -1.1315 -4.7384 0.5 0.6 0.5
H 1.0496 -2.5106 1.7910 0.1 -0.1 -0.1
C -3.1151 1.0001 -6.9059 -0.2 0.6 0.0
H -0.5430 -3.5420 -1.2089 0.0 0.2 -0.2
H 1.9016 2.0555 -2.7761 0.1 0.0 0.0
H 3.0182 1.7028 -1.4456 -0.1 0.2 -0.2
H -2.1750 -3.6656 -1.8342 0.0 0.3 0.0
H -0.8049 -0.9096 7.5912 0.7 0.1 -0.2
H -4.2705 -0.9822 -0.4447 0.0 -0.1 -0.2
H 2.3220 -1.0860 3.3118 0.1 -0.1 0.0
H -4.0391 -2.3268 -1.6086 0.2 0.3 0.2
O -0.2224 0.2567 2.7534 -0.4 0.4 -1.0
H 0.8934 -3.3527 0.2373 0.3 0.3 0.1
H 3.5342 0.5727 0.0692 -0.2 -0.6 0.1
H -2.9153 -3.6283 0.5377 0.2 0.3 0.1
C -2.7973 2.0510 1.0142 -3.0 1.9 -3.0
H -3.4277 0.7041 -7.8906 0.2 -0.1 -0.4
H 3.5496 -2.0244 5.4533 -0.2 0.0 0.5
H -3.7237 1.4285 -0.9395 0.8 -0.7 1.0
H -0.5335 2.0003 6.7913 -0.4 -0.1 -0.2
N -0.1975 0.0228 5.0712 -0.7 -0.2 -0.9
H -2.7201 3.0707 7.4063 0.2 -0.2 -0.2
C -1.4620 1.6841 6.3072 -0.2 -0.1 0.2
H 3.8285 -1.0051 0.9191 -0.2 0.4 -0.3
C -1.9160 0.5409 -6.3566 -0.4 0.4 0.9
H -0.6992 4.4256 -0.7200 0.2 0.0 -0.3
H 1.5507 -2.1087 -2.1973 0.1 0.2 -0.1
P 1.5672 -0.9706 -0.0535 1.0 -0.7 -0.2
H 2.5079 -3.0351 0.9299 -0.3 0.2 -0.2
H -2.5565 -0.5691 3.9971 -0.2 0.2 0.3
P 0.8855 2.5570 -0.6276 1.0 1.8 -0.4
H -4.4160 2.8105 -4.3109 0.3 0.0 -0.4
H 2.5475 -0.6070 -2.2447 -0.1 -0.2 -0.1
C 2.2872 -1.4995 -1.6667 -0.4 0.2 0.0
C -3.8564 1.9013 6.0082 0.1 -0.2 -0.2
H -2.6520 2.7451 -1.1503 0.9 0.0 1.0
H -1.1993 -0.0996 -6.8994 -0.7 0.4 0.3
H -2.2766 2.8983 1.5476 -0.4 -0.8 -0.6
H 0.7635 4.7678 -1.7089 -0.3 -0.4 0.2
H -4.7158 0.5695 4.5151 0.0 0.2 0.2
C -2.5163 1.7844 -4.3000 0.1 -0.7 -0.7
H 3.1956 -2.1009 -1.5310 -0.2 0.2 0.2
C 3.0888 -0.2153 0.6976 -0.3 0.0 0.5
H 3.1849 -1.0421 6.9160 0.0 -0.2 -0.2
C -1.3534 -2.9635 -1.6585 0.7 0.3 -0.6
Se -0.1186 0.2297 -4.1663 0.2 -1.0 0.0
H -2.5900 -2.3458 1.7450 0.0 -0.3 0.0
H -2.2203 2.0908 -3.2846 -0.3 -0.2 -0.4
C -2.6207 0.2526 4.7163 0.4 0.0 0.3
C -1.6531 0.9322 -5.0262 -0.8 0.7 -0.3
C -3.8184 0.8956 5.0365 0.2 -0.2 -0.2
C 0.3543 -0.1509 3.8369 1.6 -0.9 1.6
H 0.9394 -1.3251 7.8734 -0.4 0.1 -0.1
C -3.9736 1.8915 -6.2339 0.2 -0.3 0.6
C 2.2668 2.4086 -1.8086 0.0 -0.8 -0.4
H -3.5310 -0.6602 -2.0414 -0.1 -0.2 0.1
C -1.4550 0.6343 5.3860 -0.2 0.7 0.0
H -3.2876 1.2928 1.6851 0.1 0.7 -0.6
C -2.9008 1.9591 -0.4141 -3.2 2.1 2.0
C -3.6121 -1.3895 -1.2224 0.0 0.3 0.1
C 0.2468 -0.6151 7.4084 0.0 0.3 0.8
C 1.4957 -2.6221 0.7956 0.0 0.2 0.4
H 2.3974 -2.6278 6.7088 0.2 0.2 -0.2
H -4.8116 2.3773 6.2475 0.4 -0.2 0.0

19
Properties=species:S:1:pos:R:3:forces:R:3 method="wB97M-V/def2-TZVPD" e_lumo_ev="-5.07 / -5.07" total_charge=+1 multiplicity=1 homo_lumo_gap_ev="9.2 / 9.2"
C -1.4540 0.8772 -1.0120 1.2 3.8 -1.0
H -2.4843 1.3421 -0.8505 1.3 -0.6 -0.9
H -1.1950 0.5236 -2.0818 -0.9 0.2 1.9
F 0.9661 2.3808 1.2806 1.4 -1.2 0.4
H -0.6598 1.7543 -0.8169 -1.8 -2.0 -0.2
H -2.1914 -1.9326 0.8214 -0.3 1.3 -1.3
H -1.8265 -2.0953 -0.9055 -0.3 1.7 0.8
F 3.1633 0.0133 -1.4946 1.4 0.9 -4.0
F -0.4112 -1.1927 1.7418 -0.6 -0.6 -0.1
C -2.2000 -1.3149 -0.1414 0.6 -2.6 0.2
C 2.6697 -0.1788 -0.3850 -1.8 -1.7 2.6
C -0.4619 -0.1728 0.9418 2.5 3.1 -0.4
H 1.7067 0.6141 2.0814 0.6 0.0 0.8
F 1.6627 -1.0535 -0.4267 -0.4 -0.3 -0.4
F 3.5581 -0.6815 0.4161 0.8 0.2 1.4
N -1.3313 -0.1148 -0.0099 0.0 -3.8 1.4
O 2.1199 1.0343 0.0371 -0.1 1.5 1.7
C 1.5603 1.2160 1.2177 -3.2 -0.1 -2.8
H -3.1914 -1.0187 -0.4136 -0.5 0.2 0.0

99
Properties=species:S:1:pos:R:3:forces:R:3 method="wB97M-V/def2-TZVPD" e_lumo_ev=0.33 total_charge=0 multiplicity=1 homo_lumo_gap_ev=9.1
H 1.6710 -7.0855 2.0824 0.0 0.1 0.1
H 0.6636 4.6369 3.7404 0.0 0.1 0.0
H 0.5995 -0.2868 -1.6197 0.2 0.1 -0.2
O 0.6051 -1.5731 2.1977 -0.1 -0.1 0.0
H -0.8266 8.0769 4.5643 -0.1 -0.1 0.2
N -2.5628 0.4966 -1.7778 0.2 0.5 -0.2
H -0.3443 9.1590 -2.7231 0.0 0.0 0.0
C 4.4403 -2.5421 3.9750 -0.1 0.2 0.0
N -1.4197 -0.7222 -0.1514 0.2 0.3 -0.3
C 3.4308 -3.3939 3.2323 0.3 0.3 0.3
H -0.4512 1.2415 0.6182 0.1 0.0 0.0
O -2.8318 6.5832 5.0007 -0.1 0.0 0.0
H 1.4599 -4.3110 -2.1260 0.0 0.0 -0.1
C -0.6448 -9.9101 2.9421 0.0 -0.4 0.0
H 2.9127 -6.2944 -2.4770 0.1 0.0 0.1
C -0.8105 -9.6534 1.4630 0.0 0.1 0.3
O -2.5953 6.5631 -5.6550 0.0 -0.1 0.1
H 5.3985 -3.0584 4.0348 0.0 0.0 0.0
H -2.7043 1.4333 -2.1306 -0.1 0.0 0.0
H 0.8462 -5.6982 1.3500 0.0 0.0 0.0
H 0.4397 -5.2233 -1.0255 0.0 -0.1 0.0
H 1.3086 9.3773 -3.3242 0.0 0.0 0.0
H -0.0831 7.0463 3.3596 0.1 -0.1 0.1
N -0.2625 -0.0809 -2.1105 -0.2 0.0 0.1
H 3.0332 3.0025 0.3644 -0.2 0.2 0.3
O 3.7042 -5.6509 1.5521 0.1 -0.3 -0.2
H 2.3266 -1.0402 0.4274 -0.1 0.2 0.0
H -1.6385 4.2725 1.7553 -0.1 0.0 0.0
C -3.2413 -9.6491 1.7042 -0.2 0.1 0.2
H -1.3012 7.7561 -7.4897 -0.2 0.0 0.0
C -1.0831 4.8705 2.4758 0.2 -0.1 -0.1
H -1.4836 9.1104 -6.3647 0.0 0.0 0.0
H 0.7215 6.9692 -3.1927 -0.1 -0.1 0.0
H 0.7478 2.1896 -1.6695 0.0 -0.5 0.2
C -2.7102 4.4745 -2.1196 0.6 -0.1 -0.3
C 2.8681 -5.9644 0.7455 -0.3 0.1 0.1
H -0.0780 9.6743 -4.3804 0.1 0.0 0.0
H -3.1680 -10.5753 2.2755 0.1 0.0 0.0
H -4.0079 -9.8098 0.9483 0.1 0.0 -0.1
H 3.6335 -1.9584 1.1314 0.1 0.0 0.2
C 1.1008 -5.3126 -1.8876 0.0 0.1 0.1
H 3.2923 -4.3363 3.7537 -0.1 0.0 0.0
C 2.2677 -6.2347 -1.6019 -0.2 0.0 -0.2
H -0.2650 3.1666 3.5052 -0.1 0.0 -0.1
H -0.0948 0.5994 -2.8408 0.1 0.1 0.0
H -3.0255 4.3214 -1.0933 0.0 0.3 0.2
C -1.1649 3.1512 -3.6695 -0.3 -0.1 -0.2
C 0.0863 4.0711 3.0068 0.1 0.1 0.3
H -1.5525 2.1359 -3.7623 0.1 -0.1 0.0
H 1.0955 -7.2085 0.4389 -0.1 0.1 0.0
C -1.9161 6.2809 4.2878 0.3 0.0 0.1
H -0.7626 5.7698 1.9486 0.0 0.0 0.0
N -0.5161 3.8219 -1.3734 -2.1 -0.9 1.6
H -1.7830 2.1603 0.0181 -0.2 -0.1 -0.1
C 0.0954 2.6056 -0.8967 0.9 0.8 -0.9
H 0.2345 -10.5335 3.0807 0.1 0.1 -0.1
H 3.7551 -3.6397 2.2319 0.0 0.1 -0.1
C -1.2658 0.3644 -1.1295 -0.3 -0.9 0.5
O -0.9691 7.0743 -4.2785 0.0 -0.4 0.2
C -1.5833 7.1798 -5.4723 0.0 0.3 -0.1
H -0.1245 3.1904 -3.9795 0.2 -0.2 0.2
O 2.1312 -2.7792 3.2093 -0.2 -0.2 0.1
O 3.1024 -5.7255 -0.5550 0.3 0.0 -0.1
H 0.0329 6.6178 5.0808 0.0 0.0 0.0
O 2.2813 1.1757 0.0057 -0.2 1.1 -0.4
O -2.0259 5.1934 3.5054 -0.3 0.0 -0.1
C 2.1564 2.3689 0.1767 0.1 -1.0 0.4
C -0.8985 1.6112 -0.2998 0.2 0.2 -0.1
O 0.1336 -9.5913 0.7242 0.1 0.1 -0.1
C -0.6099 7.0424 4.3110 -0.1 0.3 -0.3
C -1.3806 3.7837 -2.3132 0.6 0.4 -0.2
H 0.7446 3.7894 2.1904 -0.1 0.1 0.1
C 1.5327 -6.5245 1.1616 0.0 -0.4 0.0
H -2.8646 -8.2721 3.3352 0.0 -0.1 0.0
O -2.0368 -9.4077 0.9703 -0.1 -0.1 -0.3
C 1.7620 -1.9050 2.2657 0.2 0.2 0.0
H -1.7233 3.7497 -4.3907 -0.1 0.0 0.0
H 4.0907 -2.3316 4.9867 0.0 -0.1 0.0
H 0.5183 -5.6861 -2.7299 0.0 0.0 0.0
H -0.4871 -8.9595 3.4504 0.0 0.0 0.0
H -2.6008 -0.1397 -2.5648 -0.1 -0.1 0.0
O 0.9965 3.0362 0.1797 0.8 0.2 -1.0
C 0.3080 9.0338 -3.5871 -0.1 0.1 -0.1
H 3.1818 -0.3830 1.8223 0.0 0.0 0.0
H -3.7045 -7.5660 1.9648 -0.1 0.0 0.0
H -0.5742 -0.8330 0.4038 0.0 0.0 0.1
H -1.4838 -10.4302 3.3979 -0.1 0.2 0.0
C 2.8037 -1.2931 1.3640 0.1 -0.7 -0.2
H -2.6228 5.5323 -2.3608 -0.3 0.1 -0.1
H 4.5963 -1.5816 3.4818 0.1 0.0 -0.1
C 0.3419 7.5805 -4.0103 0.2 0.2 0.1
H -1.5201 -1.5669 -0.7048 -0.1 -0.2 0.2
C -1.0296 8.1306 -6.5064 0.3 -0.3 -0.2
C -3.6182 -8.4668 2.5720 0.1 0.1 0.0
H 0.0537 8.2255 -6.4852 0.0 0.1 0.1
H -3.4326 3.9794 -2.7681 -0.1 0.3 -0.2
H 1.9459 -7.2528 -1.3808 0.0 0.0 0.1
H -4.5715 -8.6474 3.0687 0.0 0.0 0.0
H 1.0041 7.4124 -4.8609 -0.1 0.0 -0.1

59
Properties=species:S:1:pos:R:3:forces:R:3 method="wB97M-V/def2-TZVPD" e_lumo_ev=-0.60 total_charge=0 e_above_lowest_kj_mol=0.0 multiplicity=1 homo_lumo_gap_ev=7.1
H 5.1964 -1.3930 5.7792 0.0 -0.1 0.1
O 3.2721 2.4296 1.7031 0.0 0.0 0.0
C 2.8483 1.3095 1.9109 -0.4 0.1 -0.3
C -2.8983 1.0724 0.0469 0.0 -0.2 0.4
H 2.1077 -2.7487 4.9135 -0.1 -0.1 0.0
S -4.4524 0.5976 0.2227 -0.1 -0.2 0.2
N -2.4495 2.0784 -0.7399 -0.1 0.1 -0.1
C -0.3998 1.4092 0.1701 0.7 -0.5 0.5
H 1.4258 2.3749 0.0352 0.0 0.0 -0.1
C 3.6785 -1.4596 4.2974 0.3 0.1 0.3
C 0.9272 1.5021 0.4446 -0.7 0.4 -0.4
H -3.7648 4.4480 -3.7553 0.0 0.2 0.0
H 1.2328 -3.4141 0.4610 0.0 0.0 0.1
H 1.0230 0.1207 -2.7654 0.1 0.0 0.0
H -3.1139 0.3313 -2.6724 0.0 -0.1 0.1
H -0.6396 0.6908 -2.8752 -0.1 0.1 0.0
H -2.2151 2.5572 -3.3796 0.0 0.0 0.0
H 0.3018 -2.1714 -3.4347 -0.1 0.0 0.0
H 3.2050 -3.4534 3.7462 0.0 -0.1 0.0
C 3.0558 -0.7585 3.2181 0.1 0.1 -0.2
C -3.2561 2.4659 -3.0509 -0.1 0.0 0.1
H -4.7563 0.9177 -2.9185 -0.1 -0.1 0.0
H 4.8069 2.0596 3.2510 0.0 -0.1 0.0
N 0.7015 -1.4105 0.7400 0.0 0.3 -0.1
C 3.1553 -2.8171 4.6271 0.0 0.0 0.0
H 0.1998 0.1500 -4.3316 0.0 0.1 -0.1
H -4.3403 2.7668 -1.1940 0.1 0.0 0.0
C -0.8328 -3.0054 -1.3058 -0.2 -0.4 0.1
H 5.9838 0.8753 5.1228 0.1 0.1 0.0
H 3.7233 -3.2660 5.4366 0.0 0.0 0.1
C 0.4225 -2.8143 0.8977 -0.2 -0.4 0.1
C 5.1626 0.4137 4.6010 -0.1 0.2 -0.2
H -1.1728 -4.1818 0.4428 0.0 0.0 0.0
H -2.9967 3.9163 -1.4741 -0.1 -0.1 0.0
C -0.9011 -3.1513 0.2134 0.3 0.2 -0.3
H -1.6799 -2.4924 0.5969 -0.1 -0.1 0.0
H -0.0202 -3.6320 -1.7085 -0.1 0.0 0.0
H -3.6609 0.7494 -4.2947 0.0 -0.1 -0.1
N 3.5043 0.5055 2.9156 -0.1 -0.4 0.2
C 1.5009 -0.6980 1.5344 0.4 0.4 -0.1
C -3.3222 2.8771 -1.5739 0.0 0.4 -0.5
H 0.3562 -1.0067 -0.1220 0.1 0.1 0.0
H -1.3830 -1.6116 -3.5648 0.1 0.0 0.1
H -5.1519 3.3736 -3.5486 -0.2 0.0 0.0
H 0.3771 -3.0362 1.9661 0.0 -0.1 -0.1
C 4.7133 -0.8733 4.9656 -0.4 -0.1 -0.3
H -4.0677 3.1632 -4.9247 0.0 0.0 -0.1
O -0.6027 -1.6563 -1.6558 0.1 0.1 0.1
N 2.1217 -1.3577 2.5234 -0.2 -0.5 0.0
O -0.5716 3.2200 -1.3764 -0.1 0.0 0.0
C -4.1140 3.4248 -3.8706 0.3 -0.1 0.1
S -1.5647 0.3183 0.9014 -0.4 0.3 0.0
C 0.0709 -0.0296 -3.2684 -0.1 -0.4 0.2
H -1.7772 -3.3483 -1.7549 0.1 0.0 0.0
C -1.0822 2.3388 -0.7189 0.4 0.4 -0.3
C -0.4285 -1.4469 -3.0424 0.1 0.1 -0.3
C 4.5434 1.0677 3.5887 0.6 0.3 0.4
C 1.7223 0.6823 1.2938 0.2 -0.3 0.4
C -3.7242 1.0266 -3.2448 0.1 0.2 0.0

19
Properties=species:S:1:pos:R:3:forces:R:3 method="wB97M-V/def2-TZVPD" e_lumo_ev=-7.15 total_charge=+1 e_above_lowest_kj_mol=389.5 multiplicity=1 homo_lumo_gap_ev=6.7
Cl -3.5464 -1.3151 -0.1309 -1.9 -0.8 -0.2
H -2.5234 0.9960 -1.3346 0.1 -0.4 0.2
C -0.6605 1.4143 -0.2816 -0.6 -4.2 -4.0
N 3.7416 -1.0470 -0.2000 4.5 0.0 1.3
H -1.5102 -2.6005 0.5093 1.3 0.8 0.2
C 1.5410 -0.9892 0.6244 1.0 -0.9 0.0
H 2.0642 -0.6427 1.5231 -0.7 0.0 0.1
O 4.1443 -1.0963 0.9192 -1.4 0.3 -1.1
N -0.2383 3.1014 1.2978 0.0 0.5 -0.8
N 0.4621 0.9272 -1.0554 0.7 1.8 -0.4
O 0.3098 0.1545 -1.9781 -0.7 -0.2 0.5
O 1.5338 1.4169 -0.7208 0.0 -0.2 -0.1
C 0.2883 -1.3283 0.4964 0.2 0.4 0.0
C -2.0754 -0.6791 -0.0616 3.0 -0.1 0.4
H -2.5778 1.2818 0.4047 -0.2 -0.4 -0.5
C -1.0176 -1.5954 0.3675 -1.9 -0.3 -0.5
N -0.4092 2.3867 0.4483 0.8 2.5 4.2
C -1.9970 0.7610 -0.3949 0.1 1.4 0.9
O 2.4707 -1.1462 -0.4328 -4.3 -0.2 -0.1